1.
Computed, not measured: C39H53N3O2SSi3Ti as an isolated structure, with ωB97M-V with the def2-TZVPD basis set.

CARTESIAN COORDINATES (ANGSTROEM)
Ti1 0.1657 0.6723 0.2633
C1 -3.3441 2.1939 -1.2185
Si1 -3.2423 1.7224 0.5959
C2 -4.0818 0.0462 0.7293
C3 -4.4880 2.9115 1.3806
C4 -1.5455 1.7867 1.3926
Si2 -1.2246 3.5425 1.9832
C5 -1.7077 4.8751 0.7386
C6 -2.1873 3.9560 3.5654
C7 0.5586 3.9392 2.4020
Si3 -1.5649 0.7121 2.8947
C8 -3.1810 0.4706 3.8363
C9 -0.2997 1.1200 4.2079
C10 -0.9647 -1.0514 2.4136
C11 -1.3854 -2.2298 3.0210
C12 -0.7668 -3.4291 2.7116
C13 0.2743 -3.4403 1.7956
C14 0.6373 -2.2562 1.1934
N1 0.0312 -1.0960 1.4930
H1 -4.3784 2.5080 -1.3979
H2 -3.1350 1.3509 -1.8783
H3 -2.6924 3.0265 -1.5003
H4 -4.8231 -0.0339 -0.0734
H5 -4.6123 -0.0592 1.6782
H6 -3.3968 -0.7958 0.6237
H7 -5.4829 2.6539 0.9997
H8 -4.2930 3.9530 1.1061
H9 -4.5275 2.8651 2.4697
H10 -2.4826 4.5646 0.0366
H11 -0.8480 5.2244 0.1603
H12 -2.0962 5.7322 1.2984
H13 -3.0879 4.5307 3.3349
H14 -1.5615 4.5660 4.2260
H15 -2.5047 3.0774 4.1351
H16 1.2607 3.4867 1.7042
H17 0.8200 3.5966 3.4081
H18 0.6978 5.0260 2.3712
H19 -3.0328 0.7197 4.8914
H20 -3.5499 -0.5566 3.7792
H21 -3.9736 1.1118 3.4546
H22 -0.4772 2.0997 4.6598
H23 0.7110 1.1135 3.7966
H24 -0.3618 0.3648 4.9975
H25 -2.1872 -2.1979 3.7464
H26 -1.0938 -4.3492 3.1796
H27 0.7858 -4.3539 1.5294
H28 1.4095 -2.2086 0.4390
C15 0.3901 3.3020 -1.5118
N2 -0.0545 1.9106 -1.3790
C16 -0.6410 1.3313 -2.3813
C17 -1.1592 0.0339 -2.2124
C18 -1.8130 -0.8355 -3.0759
C19 -2.1402 -1.9602 -2.3127
C20 -1.6705 -1.7159 -1.0195
N3 -1.0927 -0.5094 -0.9369
C21 1.2993 3.5171 -2.6965
C22 0.9904 4.4779 -3.6512
C23 1.8410 4.7027 -4.7293
C24 3.0070 3.9617 -4.8578
C25 3.3162 2.9882 -3.9125
C26 2.4654 2.7666 -2.8403
H29 0.9096 3.5673 -0.5919
H30 -0.4760 3.9583 -1.5844
H31 -0.7475 1.8435 -3.3345
H32 -2.0166 -0.6677 -4.1238
H33 -2.6598 -2.8464 -2.6429
H34 -1.7449 -2.3678 -0.1602
H35 0.0792 5.0591 -3.5511
H36 1.5895 5.4559 -5.4667
H37 3.6735 4.1382 -5.6933
H38 4.2236 2.4013 -4.0068
H39 2.6906 1.9867 -2.1203
C27 3.1809 0.8235 2.8767
C28 2.9395 1.2010 1.4303
C29 3.5949 2.5178 1.0513
O1 1.5309 1.2582 1.1686
H40 4.2459 0.6369 3.0266
H41 2.6319 -0.0828 3.1405
H42 2.8736 1.6290 3.5488
H43 3.3408 0.4214 0.7864
H44 3.4716 3.2689 1.8347
H45 3.1698 2.9099 0.1257
H46 4.6625 2.3579 0.8874
C30 9.4993 0.7428 -5.5664
C31 8.1605 0.5402 -4.8981
O2 7.5003 1.4376 -4.4554
S1 7.6790 -1.1906 -4.8218
C32 6.1812 -1.0531 -3.8939
C33 6.1911 -1.2518 -2.5179
C34 5.0263 -1.0904 -1.7857
C35 3.8353 -0.7224 -2.4157
C36 3.8328 -0.5503 -3.8024
C37 4.9961 -0.7166 -4.5366
C38 2.6453 -0.4668 -1.6533
C39 1.6478 -0.2261 -0.9988
H47 9.4607 1.6455 -6.1729
H48 9.7838 -0.1128 -6.1784
H49 10.2513 0.8838 -4.7887
H50 7.1142 -1.5248 -2.0236
H51 5.0327 -1.2370 -0.7133
H52 2.9085 -0.2766 -4.2964
H53 4.9891 -0.5718 -5.6097

Computed properties:
- ΔE to the lowest compared entry with this formula, charge and spin (eV) = 0.346
- HOMO-LUMO gap (eV) = 7.45
- charge = 0
- calculated total energy (eV) = -107455.976

---

2.
Computed, not measured: C39H54BF4N8S3Sn as an isolated structure, with ωB97M-V with the def2-TZVPD basis set.

CARTESIAN COORDINATES (ANGSTROEM)
Sn1 -0.8220 0.2512 0.0231
C1 -4.1477 4.5921 0.3358
C2 -3.1237 4.3501 1.3937
C3 -2.6408 5.3282 2.2120
C4 -1.6363 5.0706 3.1922
N1 -1.1808 3.8623 3.3707
N2 -1.6963 2.8897 2.5851
B1 -1.3041 1.5509 3.0524
N3 -2.3497 0.5973 3.4700
N4 -3.3192 1.2112 4.1702
C5 -4.1846 0.4562 4.7956
C6 -4.0650 -0.9593 4.7412
C7 -3.1052 -1.5757 3.9875
C8 -2.9728 -3.0583 3.8888
C9 -2.2250 -0.7195 3.2734
S1 -1.0329 -1.2920 2.1714
C10 -5.2707 1.1905 5.5660
C11 -4.5962 2.0392 6.6527
C12 -6.2553 0.2172 6.2141
C13 -6.0239 2.1000 4.5849
N5 0.0810 1.3428 3.5170
N6 0.0985 1.0163 4.8268
C14 1.2537 1.0452 5.4324
C15 2.4309 1.4168 4.7200
C16 2.4122 1.6921 3.3836
C17 3.6337 2.0465 2.6029
C18 1.1396 1.6129 2.7513
S2 0.9384 1.8517 1.0565
C19 1.3030 0.7092 6.9074
C20 1.6185 2.0097 7.6642
C21 -0.0345 0.1445 7.3832
C22 2.4136 -0.3226 7.1547
C23 -2.5680 3.0526 1.5856
S3 -2.9443 1.7104 0.5807
C24 -1.0978 6.1801 4.0706
C25 -0.6270 7.3400 3.1802
C26 0.0680 5.6851 4.9240
C27 -2.2430 6.6510 4.9812
H1 -4.5747 5.5869 0.4365
H2 -4.9501 3.8563 0.3925
H3 -3.6960 4.5056 -0.6545
H4 -3.0153 6.3383 2.1093
H5 -4.7625 -1.5630 5.3053
H6 -3.6855 -3.5523 4.5444
H7 -1.9653 -3.3750 4.1619
H8 -3.1502 -3.3903 2.8644
H9 -4.0611 1.4149 7.3708
H10 -5.3568 2.5975 7.1982
H11 -3.8934 2.7510 6.2187
H12 -5.7778 -0.4162 6.9642
H13 -6.7542 -0.4167 5.4783
H14 -7.0305 0.7871 6.7245
H15 -5.3509 2.8194 4.1169
H16 -6.7915 2.6538 5.1248
H17 -6.5170 1.5207 3.8018
H18 3.3675 1.4679 5.2598
H19 4.4928 2.1416 3.2625
H20 3.4951 2.9866 2.0676
H21 3.8461 1.2768 1.8585
H22 0.8197 2.7425 7.5390
H23 2.5563 2.4599 7.3336
H24 1.7173 1.7939 8.7279
H25 -0.8471 0.8582 7.2481
H26 0.0384 -0.0889 8.4448
H27 -0.2894 -0.7749 6.8528
H28 3.4112 0.0847 6.9874
H29 2.2884 -1.2071 6.5271
H30 2.3731 -0.6449 8.1946
H31 0.1172 7.0124 2.4521
H32 -0.1670 8.1034 3.8069
H33 -1.4478 7.8190 2.6456
H34 0.9096 5.3677 4.3055
H35 -0.2239 4.8518 5.5634
H36 0.4081 6.4999 5.5622
H37 -3.1084 6.9936 4.4115
H38 -1.8992 7.4891 5.5869
H39 -2.5644 5.8548 5.6548
C28 -3.0304 -2.7398 -2.1500
C29 -2.0186 -3.7372 -2.7153
N7 -0.7023 -3.1431 -2.9067
C30 -0.3390 -2.4735 -4.1439
C31 -1.4694 -1.9188 -4.9842
C32 0.3353 -3.5803 -1.9909
C33 1.6783 -2.8707 -2.0574
N8 1.5483 -1.4316 -1.9838
C34 2.5955 -0.6656 -2.2683
C35 2.3802 0.7509 -2.2794
F1 1.1456 1.2062 -2.0272
C36 3.3742 1.6486 -2.5624
F2 3.0966 2.9474 -2.5582
C37 4.6632 1.2152 -2.8547
C38 4.9244 -0.1474 -2.8443
F3 6.1460 -0.5844 -3.0994
C39 3.9383 -1.0662 -2.5593
F4 4.2620 -2.3550 -2.5254
H40 -3.9633 -3.2724 -1.9714
H41 -3.2298 -1.9216 -2.8365
H42 -2.6819 -2.3424 -1.1957
H43 -2.3464 -4.1261 -3.6799
H44 -1.8995 -4.5731 -2.0276
H45 0.2334 -3.2346 -4.7018
H46 0.3773 -1.6942 -3.8782
H47 -2.2292 -2.6559 -5.2358
H48 -1.0374 -1.5734 -5.9221
H49 -1.9406 -1.0630 -4.5041
H50 0.4866 -4.6429 -2.2402
H51 -0.0945 -3.5766 -0.9848
H52 2.2345 -3.2134 -2.9331
H53 2.2450 -3.2344 -1.1921
H54 5.4472 1.9245 -3.0834

Computed properties:
- HOMO-LUMO gap (alpha / beta) (eV) = 3.80 / 3.80
- charge = +3
- calculated total energy (eV) = -103099.282

---

3.
Computed, not measured: C39H54IrN5OS2Si as an isolated structure, with ωB97M-V with the def2-TZVPD basis set.

CARTESIAN COORDINATES (ANGSTROEM)
Ir1 1.4099 0.8872 -0.5852
N1 3.0677 -0.1886 0.4401
C1 4.4796 0.2848 0.5958
C2 4.6495 1.7843 0.4592
C3 3.9400 2.6372 1.5219
C4 2.7861 3.4424 0.9476
N2 1.6118 2.5689 0.6699
H1 2.6474 -0.3310 1.3552
H2 3.1027 -1.1153 0.0265
H3 5.0850 -0.2128 -0.1608
H4 4.8436 -0.0499 1.5697
H5 4.2879 2.0888 -0.5217
H6 5.7185 1.9987 0.4480
H7 4.6479 3.3213 1.9880
H8 3.5510 2.0175 2.3383
H9 3.0770 3.9442 0.0246
H10 2.4593 4.2045 1.6574
H11 0.8221 3.1639 0.4245
H12 1.3357 2.1099 1.5432
C5 0.2171 -1.7727 4.8516
C6 0.9261 -1.2871 3.5780
C7 1.6068 -2.5060 2.9351
C8 1.9718 -0.2426 3.9881
Si1 -0.3436 -0.5793 2.3567
O1 0.4013 0.1875 1.1205
C9 -1.4234 -2.0247 1.7941
C10 -1.2169 -2.6375 0.5556
C11 -1.9336 -3.7583 0.1563
C12 -2.8846 -4.3050 1.0045
C13 -3.0933 -3.7374 2.2540
C14 -2.3678 -2.6202 2.6430
C15 -1.4546 0.6688 3.2533
C16 -0.8871 1.8447 3.7609
C17 -1.6514 2.8193 4.3853
C18 -3.0221 2.6423 4.5282
C19 -3.6134 1.4844 4.0463
C20 -2.8367 0.5149 3.4170
H13 0.9541 -2.1380 5.5728
H14 -0.4657 -2.5978 4.6440
H15 -0.3466 -0.9716 5.3356
H16 2.3889 -2.8944 3.5939
H17 2.0686 -2.2859 1.9693
H18 0.8885 -3.3102 2.7652
H19 2.8115 -0.7247 4.4973
H20 1.5526 0.4865 4.6832
H21 2.3818 0.3195 3.1409
H22 -0.4510 -2.2412 -0.0955
H23 -1.7397 -4.2144 -0.8080
H24 -3.4468 -5.1795 0.7045
H25 -3.8151 -4.1731 2.9324
H26 -2.5362 -2.2193 3.6352
H27 0.1830 2.0074 3.6768
H28 -1.1788 3.7122 4.7745
H29 -3.6195 3.3937 5.0272
H30 -4.6763 1.3242 4.1772
H31 -3.3270 -0.3899 3.0761
S1 2.9362 1.2329 -2.3761
C21 2.2711 0.8751 -3.8930
N3 1.0084 0.7227 -4.2285
C22 0.6825 0.5919 -5.6484
C23 2.0055 0.4181 -6.4109
S2 3.3585 0.7177 -5.2257
H32 0.2848 0.9223 -3.5459
H33 0.1489 1.4852 -5.9738
H34 0.0304 -0.2688 -5.7936
H35 2.0954 1.1309 -7.2254
H36 2.1177 -0.5862 -6.8101
N4 0.9758 -0.8022 -1.5830
C24 0.7278 -1.7628 -2.1568
C25 0.3838 -2.9669 -2.8437
C26 -0.7479 -2.9762 -3.6633
C27 -1.0971 -4.1455 -4.3133
C28 -0.3253 -5.2896 -4.1438
C29 0.7972 -5.2746 -3.3255
C30 1.1610 -4.1123 -2.6687
H37 -1.3438 -2.0786 -3.7737
H38 -1.9717 -4.1706 -4.9487
H39 -0.6036 -6.2025 -4.6530
H40 1.3883 -6.1707 -3.1982
H41 2.0301 -4.0885 -2.0252
C31 -2.2132 2.4112 0.6648
N5 -2.8537 1.1719 0.1376
C32 -4.2534 1.4489 -0.2816
C33 -2.0000 0.4888 -0.9305
C34 -1.3822 1.4976 -1.8500
C35 -2.1632 2.1030 -2.8384
C36 -1.7217 3.2328 -3.5088
C37 -0.4926 3.7742 -3.1599
C38 0.3194 3.1195 -2.2423
C39 -0.0608 1.9281 -1.6006
H42 -2.7435 2.7195 1.5640
H43 -2.2752 3.1816 -0.0997
H44 -1.1814 2.1697 0.9021
H45 -2.9046 0.5088 0.9196
H46 -4.2430 2.1648 -1.0982
H47 -4.7863 1.8705 0.5678
H48 -4.7243 0.5194 -0.5926
H49 -2.6402 -0.2563 -1.4039
H50 -1.2206 -0.0111 -0.3669
H51 -3.1396 1.6928 -3.0741
H52 -2.3377 3.6985 -4.2663
H53 -0.1469 4.6865 -3.6294
H54 1.3069 3.5277 -2.0578

Computed properties:
- ΔE to the lowest compared entry with this formula, charge and spin (eV) = 0.079
- HOMO-LUMO gap (eV) = 8.50
- charge = +2
- calculated total energy (eV) = -83196.153

---

4.
Computed, not measured: C39H55BN10O2OsSSeSi2 as an isolated structure, with ωB97M-V with the def2-TZVPD basis set.

CARTESIAN COORDINATES (ANGSTROEM)
Os1 0.3762 -0.1929 0.4535
B1 2.9623 0.5010 2.8334
N1 1.5797 -0.1017 3.2290
C1 1.2766 -0.4108 4.4947
C2 -0.1002 -0.4781 4.6282
C3 -0.5837 -0.1955 3.3617
N2 0.4368 0.0260 2.5187
N3 3.2902 0.2893 1.3106
C4 4.5178 0.4700 0.8114
C5 4.4469 0.4727 -0.5706
C6 3.1013 0.2811 -0.8462
N4 2.4083 0.1630 0.3018
H1 2.9316 1.6885 3.0273
H2 3.8075 -0.0632 3.4817
H3 2.0540 -0.5496 5.2289
H4 -0.6659 -0.6860 5.5195
H5 -1.6046 -0.1358 3.0348
H6 5.3660 0.5965 1.4646
H7 5.2484 0.6229 -1.2732
H8 2.6097 0.2490 -1.8039
C7 -0.7280 5.7489 2.1252
Si1 0.5009 4.3342 2.2578
C8 2.1466 5.1233 2.6873
C9 -0.0291 3.1367 3.6012
C10 0.6397 3.3664 0.6632
Si2 1.0821 4.0647 -1.0045
C11 2.9254 4.4122 -1.0295
C12 0.1792 5.6661 -1.3592
C13 0.6285 2.7808 -2.3089
H9 -0.9804 6.1094 3.1250
H10 -1.6570 5.4746 1.6197
H11 -0.2834 6.5832 1.5783
H12 2.0433 5.6837 3.6199
H13 2.4523 5.8309 1.9128
H14 2.9462 4.3903 2.8116
H15 -0.2907 3.6671 4.5202
H16 0.7883 2.4513 3.8385
H17 -0.8960 2.5487 3.2910
H18 0.5418 2.2742 0.7334
H19 3.1830 5.1441 -0.2610
H20 3.2264 4.8262 -1.9956
H21 3.5159 3.5118 -0.8421
H22 0.5275 6.4575 -0.6911
H23 -0.8995 5.5732 -1.2285
H24 0.3769 5.9920 -2.3836
H25 1.4330 2.0508 -2.4241
H26 0.4659 3.2361 -3.2895
H27 -0.2778 2.2371 -2.0296
C14 -0.8263 -3.6991 -3.2206
N5 0.5305 -3.5603 -2.7066
C15 1.0075 -2.4544 -2.1239
Se1 -0.0140 -0.9013 -1.8698
N6 2.2741 -2.6814 -1.7612
C16 2.6285 -3.9897 -2.0695
C17 3.7973 -4.7110 -1.8658
C18 3.7872 -6.0333 -2.2644
C19 2.6568 -6.6104 -2.8617
C20 1.5046 -5.8816 -3.0862
C21 1.5092 -4.5554 -2.6699
H28 -1.0692 -2.8449 -3.8477
H29 -1.5374 -3.7389 -2.3951
H30 -0.8911 -4.6053 -3.8147
H31 2.8548 -2.0010 -1.2919
H32 4.6740 -4.2600 -1.4194
H33 4.6755 -6.6345 -2.1248
H34 2.6904 -7.6493 -3.1602
H35 0.6481 -6.3293 -3.5728
C22 -1.8536 -5.6109 1.0252
C23 -0.5627 -5.5795 0.1991
C24 0.3417 -4.4671 0.6319
N7 0.1633 -3.2210 0.3945
N8 1.1327 -2.4028 0.9432
C25 2.0552 -3.0793 1.6016
N9 3.1660 -2.5762 2.1577
S1 1.7649 -4.7846 1.5884
H36 -2.4456 -6.4837 0.7548
H37 -2.4462 -4.7159 0.8356
H38 -1.6306 -5.6626 2.0916
H39 -0.7986 -5.4567 -0.8583
H40 -0.0267 -6.5218 0.3175
H41 3.2467 -1.5835 2.3034
H42 3.7232 -3.1683 2.7498
C26 -2.9437 4.6659 -3.2362
O1 -3.0073 3.6382 -2.2404
C27 -3.0494 2.3540 -2.6642
C28 -2.8556 1.9435 -3.9733
C29 -2.9884 0.6011 -4.3007
C30 -3.3000 -0.3332 -3.3269
C31 -3.4809 0.0664 -2.0136
C32 -3.3669 1.4066 -1.6788
N10 -3.7523 1.9528 -0.4243
C33 -4.1604 1.3855 0.6738
C34 -3.9272 0.0667 1.1589
C35 -4.9355 -0.5051 1.9728
C36 -4.7841 -1.7392 2.5379
C37 -3.5919 -2.4434 2.3152
C38 -2.5783 -1.9039 1.5606
C39 -2.6878 -0.6214 0.9931
O2 -1.6722 -0.0317 0.4196
H43 -3.0782 5.6043 -2.7103
H44 -3.7393 4.5385 -3.9709
H45 -1.9731 4.6600 -3.7325
H46 -2.6222 2.6624 -4.7452
H47 -2.8622 0.2974 -5.3315
H48 -3.4334 -1.3754 -3.5853
H49 -3.7721 -0.6579 -1.2669
H50 -3.8622 2.9617 -0.4888
H51 -4.7743 2.0276 1.2997
H52 -5.8642 0.0380 2.1062
H53 -5.5707 -2.1715 3.1394
H54 -3.4649 -3.4197 2.7675
H55 -1.6517 -2.4351 1.3916

Computed properties:
- ΔE to the lowest compared entry with this formula, charge and spin (eV) = 4.376
- HOMO-LUMO gap (alpha / beta) (eV) = 3.45 / 3.41
- charge = +2
- calculated total energy (eV) = -155399.093

---

Which of these has the lowest calculated total energy?
C39H55BN10O2OsSSeSi2

---

calculated total energy of number 2 (C39H54BF4N8S3Sn)?
-103099.282 eV

---

Among the records above, which one has the highest charge?
C39H54BF4N8S3Sn